ORCA calculation (wB97M-V/def2-TZVPD) on C51H39As2CsF15GeN3O8SSb as an isolated structure at a distorted geometry.

```
122
Properties=species:S:1:pos:R:3:forces:R:3
Cs 0.41332 -0.88263 -0.41008 2.425 -1.308 -0.679
C -0.99303 -4.07439 -4.13969 0.042 0.126 0.041
C 0.17228 -3.15386 -4.35588 0.043 0.006 -0.076
C 0.01547 -1.92439 -4.99681 0.085 -0.011 -0.065
C 1.12968 -1.12421 -5.18497 -0.037 -0.031 -0.020
C 2.36384 -1.56518 -4.72635 -0.007 0.016 0.098
C 2.42651 -2.79308 -4.08312 0.072 -0.020 -0.101
N 1.35973 -3.57208 -3.91775 -0.106 -0.113 0.012
Sb 4.27554 -3.67037 -3.43043 -0.051 0.059 0.107
C 3.37149 -4.85899 -1.88318 0.172 -0.003 -0.210
C 3.77138 -6.18150 -1.73139 -0.063 0.046 0.061
C 3.20102 -6.92748 -0.71057 -0.023 0.073 0.028
C 2.26947 -6.32195 0.11703 0.081 -0.080 -0.075
C 1.92605 -4.99061 -0.11097 0.083 -0.114 0.041
C 0.96606 -4.25656 0.77799 0.066 -0.043 -0.040
N 2.46646 -4.28668 -1.10174 -0.147 0.226 0.081
C 4.85214 -2.03258 -2.14617 0.068 -0.105 -0.070
C 5.35150 -0.85162 -2.67894 -0.070 0.012 0.017
C 5.77166 0.13903 -1.80196 0.017 0.010 0.046
C 5.69730 -0.09412 -0.44097 -0.006 0.013 -0.047
C 5.19960 -1.31551 0.01492 0.076 -0.024 -0.058
C 5.11919 -1.62364 1.47873 -0.049 -0.026 0.004
N 4.78792 -2.25977 -0.83624 0.049 -0.007 0.172
H -1.45395 -4.34306 -5.09136 -0.057 -0.004 0.034
H -1.74729 -3.56912 -3.53442 -0.033 -0.054 -0.029
H -0.65638 -4.97131 -3.62398 -0.009 -0.006 -0.025
H -0.95528 -1.62932 -5.37374 -0.065 0.059 0.057
H 1.04504 -0.17354 -5.69756 -0.045 0.005 0.015
H 3.25921 -0.97238 -4.86874 -0.040 0.038 0.010
H 4.51176 -6.60785 -2.39625 -0.004 -0.021 0.016
H 3.48742 -7.96054 -0.55616 -0.017 -0.004 0.009
H 1.82057 -6.87279 0.93344 -0.036 0.036 0.005
H 0.55352 -4.91026 1.54393 -0.055 0.053 0.028
H 0.14968 -3.83698 0.18659 -0.028 -0.104 0.048
H 1.49848 -3.43386 1.26109 -0.063 0.008 0.081
H 5.41835 -0.71245 -3.75128 0.026 0.015 0.003
H 6.16722 1.07434 -2.17929 -0.009 0.007 0.012
H 6.03663 0.64612 0.27235 -0.051 0.022 0.001
H 6.04578 -1.36027 1.99095 0.008 -0.010 -0.010
H 4.91082 -2.68323 1.61375 0.042 -0.021 0.007
H 4.31106 -1.05085 1.94035 0.021 -0.001 -0.042
F 0.95395 0.66227 6.58824 -0.049 -0.025 0.114
C 2.21774 0.25402 6.39475 0.159 0.104 -0.176
C 2.89854 0.60624 5.24473 -0.101 -0.029 -0.243
C 4.17980 0.09818 5.10566 -0.213 0.138 0.077
F 4.87399 0.38105 3.99500 0.150 -0.023 0.053
C 4.78434 -0.68267 6.07010 0.031 -0.006 -0.052
F 6.03020 -1.13835 5.90920 0.031 -0.028 0.014
C 4.07920 -0.99662 7.21953 -0.060 0.067 -0.060
F 4.63978 -1.75205 8.16265 0.053 -0.054 0.068
C 2.78948 -0.52822 7.38429 -0.027 -0.011 0.019
F 2.10793 -0.84089 8.49140 -0.010 -0.017 0.025
Ge 2.10399 1.54296 3.65346 0.303 0.558 0.880
S 1.93097 0.17174 2.08709 0.081 0.015 0.075
C 0.50887 2.50922 4.42073 0.138 -0.224 -0.237
C -0.77936 2.10335 4.11967 0.203 0.045 -0.085
F -0.96781 1.06866 3.29272 -0.165 0.019 0.026
C -1.90185 2.71744 4.64346 -0.060 -0.002 -0.004
F -3.12783 2.28916 4.33371 -0.019 0.005 -0.004
C -1.74470 3.78715 5.50596 0.116 -0.057 -0.044
F -2.80919 4.39704 6.01897 -0.095 0.040 0.046
C -0.47274 4.21724 5.83865 0.019 0.000 -0.048
F -0.31979 5.24316 6.67969 -0.003 0.046 0.054
C 0.62628 3.57390 5.29802 -0.097 -0.162 -0.073
F 1.83464 4.00480 5.69068 0.082 0.005 0.017
C 3.29235 3.12664 3.28228 -0.153 -0.199 -0.001
C 2.95199 3.88747 2.17707 -0.029 -0.152 0.111
F 1.89911 3.51451 1.43615 -0.011 0.158 -0.094
C 3.62960 5.03625 1.81369 0.031 0.005 0.004
F 3.26716 5.75051 0.74660 -0.019 0.015 -0.058
C 4.70110 5.44982 2.58436 -0.067 -0.114 0.033
F 5.37436 6.55076 2.25738 0.059 0.098 -0.029
C 5.06656 4.72088 3.70155 0.043 -0.003 0.001
F 6.09328 5.13519 4.45076 0.039 0.020 0.024
C 4.36131 3.57857 4.03603 -0.194 0.007 -0.166
F 4.73435 2.94189 5.15235 0.063 -0.015 0.089
C -4.45806 -3.23284 -3.24122 0.000 0.050 0.130
O -4.07476 -2.52173 -4.42673 -0.084 -0.070 0.031
C -3.79364 -1.20558 -4.39638 0.292 0.012 -0.264
O -3.35816 -0.70327 -5.40710 -0.146 0.032 0.043
C -3.93224 -0.47404 -3.10466 -0.040 -0.061 0.065
C -5.12361 -0.10392 -2.63548 0.038 -0.018 -0.077
As -5.39572 0.62439 -0.81593 0.277 0.172 -0.196
C -7.06537 1.62911 -1.11026 0.026 -0.048 0.009
C -3.85594 1.77917 -0.95831 -0.158 -0.204 0.322
C -2.59171 1.00072 -0.72123 -0.313 0.260 -0.148
As -2.13409 -0.25632 -2.28282 -0.828 0.212 -0.517
C -1.46889 1.11496 -3.51842 -0.011 0.110 0.060
C -2.63433 0.06488 0.46706 -0.311 -0.233 0.191
O -1.93888 -0.93929 0.53877 -1.279 -0.034 0.657
O -3.44239 0.42723 1.44306 0.117 0.230 0.119
C -3.55117 -0.47605 2.54771 0.087 -0.157 -0.021
C -3.86139 3.00007 -1.63797 -0.152 0.225 -0.116
O -2.92855 3.71049 -2.03682 0.089 -0.064 0.013
O -5.15682 3.46707 -1.89429 0.060 0.002 0.064
C -5.21608 4.72507 -2.53595 0.083 0.071 -0.052
C -6.40279 -0.31190 -3.35032 -0.367 -0.291 0.025
O -7.19825 -1.15658 -3.00430 0.146 -0.018 -0.137
O -6.74511 0.53575 -4.33406 0.080 0.016 -0.033
C -5.87201 1.62221 -4.68546 0.161 0.088 0.009
H -5.43066 -2.91714 -2.87551 -0.100 0.114 -0.039
H -3.71729 -3.10871 -2.44935 0.015 0.035 -0.026
H -4.50220 -4.27887 -3.53455 0.037 0.022 -0.038
H -7.89073 0.94096 -0.92910 0.053 -0.060 0.004
H -7.15739 2.05746 -2.10432 0.059 0.023 0.040
H -7.10276 2.43218 -0.37662 0.055 0.006 -0.017
H -1.95206 2.06455 -3.29533 0.014 0.041 -0.038
H -1.67367 0.82323 -4.54513 -0.028 -0.108 -0.005
H -0.38939 1.20916 -3.38284 -0.011 0.020 0.009
H -4.23684 -0.00852 3.24636 -0.001 0.027 -0.023
H -2.57940 -0.63561 3.00910 -0.034 0.014 0.003
H -3.94578 -1.43052 2.19840 -0.031 0.029 0.006
H -6.27376 4.96449 -2.64669 -0.010 -0.047 0.027
H -4.74036 4.69648 -3.52000 -0.008 0.021 0.034
H -4.72137 5.49932 -1.94652 -0.014 -0.018 -0.025
H -5.02428 1.27499 -5.27422 -0.002 -0.112 0.012
H -5.50793 2.14298 -3.79961 -0.061 -0.013 0.006
H -6.47450 2.29881 -5.28698 -0.046 -0.034 0.030
C -1.36341 1.89427 -0.44664 -0.043 0.040 0.022
H -1.33699 2.69426 -1.17748 0.117 -0.005 -0.036
H -1.46882 2.35205 0.54046 0.008 -0.015 -0.012
H -0.43527 1.32281 -0.46005 -0.270 0.795 0.042
```
Positions in Å, forces in eV/Å.

HOMO ... -0.1641 hartree
ΔE to the lowest compared entry with this formula, charge and spin ... 24.1 kJ/mol
Gap between HOMO and LUMO ... 6.138 eV
E ... -311244.8666 eV
Charge ... -1

Atomic partial charges in e from the Mulliken method, atoms 1 to 5: number 1, Cs, carries 2.26; number 2, C, carries -0.74; number 3, C, carries 0.26; number 4, C, carries -0.10; number 5, C, carries -0.63